C2H4N3P3 | ωB97M-V with the def2-TZVPD basis set

Summary:
**Kohn-Sham gap (spin up / spin down)**: 0.2514 / 0.1821 Ha
**Largest force on an atom**: 4.13 eV/A
**2S+1**: 3
**Total energy**: -34470.7619 eV
**Net charge**: 0
**HOMO (spin up / spin down)**: -7.6 / -8.4 eV

Last column: natural (NBO) charge in e.
Element x y z (Å)
C  2.2576  -0.2450  0.2515  -0.417
C  1.0927  -0.7157  -0.0979  -0.010
N  -1.9717  -1.4019  -0.5628  -1.347
N  -2.1702  1.2532  -0.1087  -1.260
N  0.4462  -1.7233  0.4498  -0.916
P  -0.9562  -2.4406  0.2694  1.292
P  -1.9226  0.0135  -1.2224  1.363
P  -2.1426  2.6108  0.5468  0.715
H  2.6664  0.4803  -0.3572  0.197
H  2.8000  -0.7406  1.0527  0.207
H  0.5598  -0.1259  -0.9758  0.119
H  -0.6594  3.0353  0.7547  0.057

---

C4H10OS | ωB97M-V with the def2-TZVPD basis set

Summary:
**Kohn-Sham gap**: 0.3188 Ha
**Largest force on an atom**: 5.20 eV/A
**Total energy**: -17190.1282 eV
**Net charge**: 0
**HOMO**: -9.2 eV
**Energy above the lowest of the compared OMol25 structures with the same formula, charge and spin**: 260.2 kJ/mol

Last column: natural (NBO) charge in e.
Element x y z (Å)
C  0.0904  -0.5899  -1.7836  -0.048
O  -0.7927  -0.9669  -2.8362  -0.738
C  -0.6025  0.0264  -0.5954  -0.429
C  0.3644  0.1624  0.5831  -0.414
C  -0.1682  0.1393  2.0187  -0.562
S  1.0059  0.4093  3.3235  0.025
H  0.8794  0.1028  -2.1614  0.155
H  0.7779  -1.4101  -1.5657  0.159
H  -0.4854  -0.7971  -3.7282  0.480
H  -0.8987  1.0279  -0.9501  0.211
H  -1.4548  -0.6289  -0.2953  0.217
H  1.0312  -0.7204  0.4920  0.197
H  1.0416  1.0076  0.5591  0.210
H  -0.7161  -0.7418  2.3946  0.220
H  -0.9917  0.8553  1.9416  0.207
H  0.9193  2.1240  2.6034  0.112

---

> Look up the largest force on an atom of the first one.

4.13 eV/A

---

> Look up the net charge of the second one.

0

---

> Which value of total energy does entry 1 give?

-34470.7619 eV

---

> What is the largest force on an atom in the second record?

5.20 eV/A